# 1
# C16H15F3N4S2

An isolated molecule of C16H15F3N4S2 at a distorted geometry (wB97M-V/def2-TZVPD, OMol25).

```
40
C16H15F3N4S2, DFT wB97M-V/def2-TZVPD
H 4.844 3.109 1.114
C -4.629 -1.179 0.017
S 0.598 3.046 -1.197
H -0.420 -0.980 -3.088
H 6.381 1.179 1.280
C 4.555 2.155 0.705
S -1.581 -2.840 -1.626
H -3.369 0.654 2.559
C -1.218 -1.279 -1.251
F 7.050 -1.132 1.026
H -5.647 1.582 2.498
C 0.717 1.423 -1.436
C -4.081 0.287 1.834
H -2.319 -2.346 0.770
C 3.324 2.028 0.092
H 3.507 -1.250 -0.746
N -0.325 0.816 -2.092
H -1.818 -1.070 1.914
H -4.340 -1.956 -0.675
N -0.472 -0.560 -2.167
C -2.306 -1.270 0.955
C 2.931 0.803 -0.444
H -7.279 0.743 0.849
F 5.315 -2.399 0.920
N -1.504 -0.671 -0.094
H -1.326 0.322 -0.009
N 1.712 0.580 -1.076
H 2.666 2.879 0.024
C -3.708 -0.713 0.947
C -5.909 -0.655 -0.019
C 5.025 -0.143 0.274
C 5.420 1.077 0.803
C 3.793 -0.289 -0.343
H -6.622 -1.025 -0.742
F 6.293 -1.765 -0.884
C -5.363 0.807 1.799
C 5.923 -1.347 0.341
C -6.279 0.338 0.874
H -1.098 1.425 -2.342
H 1.560 -0.383 -1.364
```

## Properties
Maximum force, eV/Å: 1.1
DFT total energy, hartree: -1933.74102
LUMO energy, eV: 0.388
SMILES: FC(F)(F)c1cccc(NC(=S)NNC(=S)NCc2ccccc2)c1
Gap between HOMO and LUMO, eV: 9.1619

Atom charges from the natural (NBO) analysis, given in e for atoms 1 to 8: 0.221, -0.241, -0.211, 0.417, 0.232, -0.189, -0.242, 0.209

# 2
# CH3NS

An isolated molecule of CH3NS at a distorted geometry (wB97M-V/def2-TZVPD, OMol25).

```
6
CH3NS, DFT wB97M-V/def2-TZVPD
N -0.270 -0.921 0.202
S 0.318 1.870 0.799
C 0.604 0.613 -0.080
H -1.023 -0.991 0.874
H -0.591 -0.889 -0.747
H 0.962 0.317 -1.047
```

## Properties
Maximum force, eV/Å: 6.1
Energy relative to the best compared isomer or geometry (same formula, charge and spin), kJ/mol: 221.6
DFT total energy, hartree: -492.75537
LUMO energy, eV: -0.371
SMILES: NC=S
Gap between HOMO and LUMO, eV: 8.5534

Just the natural (NBO) charges please, in e? Sure, here they are: -0.882, 0.145, -0.165, 0.366, 0.340, 0.197

# 3
# C52H132N4O32

A cluster of 16 separate species, C52H132N4O32 in total at a distorted geometry (wB97M-V/def2-TZVPD, OMol25).

```
220
C52H132N4O32, DFT wB97M-V/def2-TZVPD
C -9.990 -20.040 17.803
C -9.312 -16.986 24.918
H -3.618 -10.091 15.991
H -0.556 -11.564 22.909
H -8.579 -10.286 23.154
H -8.661 -17.877 16.187
C -6.312 -16.704 15.332
H -8.968 -23.563 19.290
C -4.295 -18.706 18.410
H -6.975 -14.618 15.407
O -10.807 -15.307 18.528
H -1.000 -14.061 25.903
O -8.741 -17.507 27.207
H -1.709 -15.411 14.512
O -3.734 -17.002 26.187
H -0.624 -15.078 22.014
C -10.393 -12.724 23.212
N -9.895 -14.545 18.827
H -3.218 -21.571 16.961
O -7.930 -15.676 13.946
H -7.860 -14.118 12.632
H -5.924 -15.158 13.968
C -6.137 -12.005 20.659
H -3.217 -14.070 18.011
C 0.348 -16.582 23.191
H -10.409 -19.591 25.459
H -5.222 -11.990 21.269
H 0.759 -14.919 18.738
C -1.037 -14.931 25.249
H -9.651 -14.217 20.808
H 0.164 -17.371 22.441
H -8.980 -21.626 16.002
C -7.917 -10.911 23.773
C -0.619 -17.295 18.994
C -4.659 -15.933 20.700
H -1.972 -12.259 17.332
H 0.657 -18.437 13.170
H -3.283 -18.507 18.076
C -1.369 -11.106 23.475
H -6.423 -13.936 24.875
H -3.699 -11.795 17.291
O -7.847 -12.276 23.303
H -2.356 -13.783 14.514
H -1.341 -11.849 20.833
H -1.922 -13.475 21.380
H -4.467 -16.701 28.055
H -10.707 -25.109 21.912
H -2.079 -15.345 25.285
H -4.989 -18.456 17.614
H -4.623 -14.821 20.695
C -0.290 -15.020 19.023
H -11.778 -19.118 24.432
H -8.715 -14.064 23.311
H -10.191 -20.630 18.713
C -2.585 -21.261 16.114
H -6.724 -12.879 20.937
C -0.723 -15.551 22.968
O -2.245 -14.617 16.339
H -3.444 -15.155 14.751
C -3.223 -13.833 16.963
H -5.468 -16.301 18.762
H -10.524 -25.505 20.128
O -9.127 -17.781 21.624
H 1.994 -18.349 18.951
H -2.352 -20.877 13.607
H -4.385 -19.778 18.684
H -6.965 -16.014 22.987
H -8.880 -13.781 14.154
O -8.701 -20.143 17.340
H -1.650 -20.847 16.494
H -11.509 -10.871 21.461
H -2.479 -12.866 23.608
C -6.755 -15.405 14.654
H -4.190 -14.125 16.527
H -0.489 -14.163 19.673
H -8.002 -23.275 14.865
C -1.691 -19.031 13.991
H 0.625 -9.433 23.135
H -5.191 -12.595 24.756
H -2.019 -17.742 27.056
H -5.097 -19.520 23.003
H -10.808 -23.799 20.687
H 0.161 -17.339 18.238
H -1.022 -19.380 19.025
H -4.426 -18.063 23.737
C -8.980 -13.063 23.681
O -2.114 -18.924 23.448
C -9.134 -14.901 20.089
C -10.736 -18.902 24.655
H -6.367 -21.319 17.569
H -8.537 -17.156 17.759
H -0.434 -8.001 23.271
O -9.699 -13.500 18.229
H 1.187 -19.933 18.595
H -9.465 -16.295 28.704
H -5.659 -21.004 20.826
O -6.890 -16.791 16.614
H -8.094 -14.660 19.860
C -5.604 -22.061 20.555
H -6.090 -12.853 26.226
C -8.376 -24.262 19.860
H -3.507 -18.539 27.568
C -4.044 -16.111 27.220
O -5.755 -13.172 18.724
H -8.999 -13.104 24.794
O -0.733 -14.509 23.937
H -5.226 -16.663 15.540
O -1.427 -9.752 23.119
H 2.522 -17.662 24.031
C -2.447 -14.759 14.982
H -6.564 -17.610 14.744
H -10.163 -18.966 17.992
H -5.230 -15.755 23.241
H -6.685 -11.104 20.862
C -5.114 -15.123 26.781
H -2.749 -12.560 20.045
H 0.162 -17.084 24.155
O -3.091 -11.818 21.879
O -2.882 -11.946 15.457
H -7.397 -19.878 20.276
O -8.962 -24.503 21.079
C -6.902 -21.580 16.679
O -6.953 -22.427 20.343
H -8.829 -16.061 16.369
C -10.634 -11.491 21.184
O -0.463 -16.183 19.831
C -8.408 -21.421 16.910
C -8.301 -16.974 16.699
H -9.336 -15.918 20.337
H -1.563 -17.150 18.475
H -5.526 -14.579 27.663
O -5.613 -11.021 18.622
H -2.756 -10.156 14.458
H -5.105 -22.633 21.351
O 1.666 -16.079 23.069
O -6.487 -22.873 16.341
N -3.046 -19.414 22.825
C -2.836 -20.008 14.061
C -10.340 -24.768 20.929
C -6.934 -23.249 15.090
C -8.322 -17.539 25.877
C -0.304 -9.044 23.568
H -6.458 -24.189 14.869
C 0.631 -18.947 14.156
H -1.845 -10.159 15.958
C -2.663 -11.856 23.217
O 0.499 -18.978 20.351
C -5.610 -13.379 25.389
H -9.396 -15.920 25.081
C -7.581 -18.817 20.232
H -0.255 -9.140 24.667
N -8.130 -18.482 21.537
H -8.247 -10.828 24.825
H -8.439 -15.514 27.518
H -4.461 -18.190 21.951
C -2.227 -12.475 21.006
C -3.014 -18.064 26.692
O -10.626 -17.507 25.051
O -4.581 -14.155 25.906
H -1.137 -11.245 24.547
C -9.204 -16.246 27.634
H -2.858 -18.850 25.950
H -8.954 -17.064 23.898
C -4.338 -18.751 22.882
H -3.727 -16.294 18.789
H 2.305 -19.767 19.939
H -4.974 -22.181 19.672
H -0.925 -15.002 18.121
H -3.406 -11.310 23.813
O -0.483 -19.765 14.175
O -10.627 -12.786 21.808
C -6.064 -15.595 22.507
H -8.314 -18.568 19.486
H 2.461 -17.810 22.245
H -3.167 -15.573 27.593
H -8.332 -25.191 19.258
H -10.155 -19.133 23.752
C -4.603 -16.581 19.345
H -2.309 -22.101 15.471
H -1.678 -16.098 23.021
H -5.989 -15.635 26.321
H -9.663 -11.014 21.339
O -4.585 -17.947 19.571
O -5.883 -16.235 21.286
C -2.929 -12.379 16.808
H -6.248 -14.520 22.394
H -10.728 -20.342 17.029
H -1.458 -18.515 20.489
H -6.574 -20.876 15.893
H -10.612 -11.746 20.105
H -9.438 -14.878 12.780
H 0.643 -18.139 14.927
H -7.412 -16.957 25.770
C 2.630 -17.112 23.074
H -6.607 -18.363 20.090
O -2.978 -20.375 22.097
H -8.716 -22.124 17.691
H -11.060 -13.484 23.638
O -3.268 -20.274 15.356
H -10.815 -11.805 23.614
H -8.038 -18.568 25.677
H -6.404 -23.906 19.107
H -3.679 -19.696 13.428
C 1.553 -19.253 19.375
H -6.487 -22.483 14.425
C -8.570 -14.523 13.357
H -0.349 -15.735 25.618
H -6.481 -24.482 20.839
H -10.126 -15.958 27.135
C -0.669 -18.603 19.731
N -5.780 -12.042 19.235
O -7.493 -18.916 22.482
H -6.916 -10.483 23.693
H 1.508 -19.547 14.254
H -1.693 -18.551 12.986
C -6.944 -23.808 20.060
H -3.803 -16.330 21.241
C -2.753 -10.520 15.479
H 3.605 -16.618 23.012
H -1.888 -18.214 14.686
```

## Properties
Maximum force, eV/Å: 2.2
DFT total energy, hartree: -4686.24322
LUMO energy, eV: 0.260
Gap between HOMO and LUMO, eV: 9.4061

Atom charges from the Löwdin analysis, given in e for atoms 1 to 8: -0.133, -0.239, 0.088, 0.120, 0.077, 0.089, -0.189, 0.100

# 4
# C29H22AlCl3N3O5

A structure of composition C29H22AlCl3N3O5 (wB97M-V/def2-TZVPD, OMol25).

```
63
C29H22AlCl3N3O5, DFT wB97M-V/def2-TZVPD
C -0.848 -1.561 -2.831
C -2.722 0.575 1.599
C -0.348 2.823 -1.403
O -3.422 -2.362 -0.504
C 4.528 2.475 3.964
H -2.893 -4.303 -0.223
H -6.121 0.485 1.721
H 3.802 -0.677 1.860
N -1.083 -0.206 -2.614
H 4.709 1.010 -1.740
H -0.279 -5.302 -3.658
H -1.802 1.887 3.121
H 4.727 3.372 4.537
H -2.024 0.080 -2.834
C 1.516 -0.193 -1.411
H 1.589 -3.896 -2.977
C -2.473 -0.509 0.726
H 2.984 -2.468 -3.497
C 5.547 1.563 3.720
H 6.085 -0.287 2.774
H -0.398 0.440 -2.987
Cl -1.121 5.419 -1.990
C -3.589 -1.273 0.309
C 3.984 -0.802 -2.652
C 5.290 0.422 2.974
H 2.449 2.944 3.641
Al 0.142 0.179 0.002
C -0.454 -4.260 -3.419
C 2.874 -1.598 -2.861
H 6.542 1.746 4.107
C -4.874 -0.900 0.644
C 0.606 -3.450 -3.044
H -1.536 -3.230 -0.666
C 0.447 -2.106 -2.701
C -1.917 -2.382 -3.195
C -1.145 4.066 -0.854
O 1.526 -0.118 1.296
N 0.645 1.605 2.518
Cl -0.367 4.563 0.668
H 4.932 -1.070 -3.104
C 3.256 2.244 3.467
C -2.447 -3.318 -0.077
C 1.646 0.849 2.148
C 3.864 0.346 -1.879
O -0.518 1.808 -0.659
N -0.437 1.133 1.790
C 1.628 -1.275 -2.305
H -4.187 1.753 2.620
C -4.033 0.910 1.955
O -1.286 -0.861 0.272
C 2.656 0.611 -1.259
C -5.109 0.205 1.461
H -5.690 -1.500 0.260
H -2.904 -1.941 -3.255
H -2.580 -4.335 -3.753
C -1.618 1.289 2.228
C 2.996 1.098 2.721
O 0.303 2.942 -2.417
C -1.731 -3.722 -3.475
C 4.019 0.190 2.469
Cl -2.830 3.612 -0.530
H -2.205 -3.178 0.977
H 2.607 1.486 -0.616
```

## Properties
Maximum force, eV/Å: 0.6
Energy relative to the best compared isomer or geometry (same formula, charge and spin), kJ/mol: 105.3
DFT total energy, hartree: -3282.05702
LUMO energy, eV: 2.720
Net charge: -1
Gap between HOMO and LUMO, eV: 7.7115

Atom charges from the natural (NBO) analysis, given in e for atoms 1 to 8: 0.272, -0.116, 0.767, -0.527, -0.230, 0.169, 0.204, 0.240